DFT (wB97M-V/def2-TZVPD) results for 7 unconnected molecules or ions with the total composition C23H60ClFN14O12S in a non-equilibrium geometry.

```
112
Properties=species:S:1:pos:R:3:mulliken_charge:R:1
C 4.53 0.18 1.27 -0.767
C 3.91 0.86 0.04 -0.699
C 2.97 -0.08 -0.71 0.592
C 2.23 0.61 -1.87 -0.640
C 0.98 1.36 -1.36 -1.008
C -0.37 0.63 -1.48 -0.600
C -0.66 -0.41 -0.37 0.510
N -0.47 0.14 0.97 0.041
O 0.16 -1.55 -0.38 -0.432
C 0.37 -2.19 -1.63 -0.977
C -2.18 -0.80 -0.41 0.108
F -2.58 -0.83 -1.77 -0.589
C -2.44 -2.21 0.10 -0.918
C -3.87 -2.71 -0.19 -0.967
C -4.17 -4.02 0.54 -0.957
C -3.38 -5.20 -0.07 -0.884
S -2.01 -5.78 0.94 1.161
O -1.02 -6.34 0.06 -0.590
O -1.62 -4.79 1.90 -0.482
Cl -2.86 -7.31 1.99 -0.252
N -2.98 0.26 0.17 0.184
C -3.41 0.10 1.54 -0.743
O -3.79 1.37 2.08 -0.481
C -3.02 1.77 3.16 -1.042
O -1.76 2.25 2.76 0.241
C -0.84 2.31 3.83 -0.549
C -0.21 0.95 4.19 0.096
O -0.09 0.74 5.59 -0.593
H 3.80 0.06 2.07 0.130
H 5.41 0.72 1.64 0.425
H 4.85 -0.82 0.95 -0.033
H 4.72 1.22 -0.62 0.369
H 3.37 1.76 0.38 0.255
H 2.23 -0.43 0.02 -0.859
H 3.53 -0.96 -1.05 0.653
H 2.01 -0.07 -2.69 0.063
H 2.91 1.37 -2.29 0.540
H 0.87 2.28 -1.94 0.496
H 1.18 1.68 -0.33 0.255
H -1.16 1.39 -1.38 0.613
H -0.47 0.23 -2.49 0.148
H -0.74 1.11 0.99 -0.025
H 0.51 0.04 1.21 0.352
H 1.37 -1.95 -2.01 0.316
H 0.33 -3.27 -1.45 0.436
H -0.40 -1.94 -2.36 0.234
H -1.75 -2.88 -0.43 0.262
H -2.18 -2.31 1.16 0.465
H -3.95 -2.90 -1.27 0.331
H -4.63 -1.95 0.04 0.538
H -5.24 -4.24 0.51 0.451
H -3.88 -3.91 1.59 0.449
H -4.01 -6.07 -0.25 0.647
H -2.91 -4.92 -1.02 0.366
H -3.77 0.47 -0.43 0.513
H -4.28 -0.55 1.66 0.096
H -2.58 -0.30 2.13 0.597
H -2.91 0.97 3.91 0.686
H -3.57 2.60 3.64 0.325
H -1.32 2.74 4.72 0.652
H -0.06 3.01 3.52 -0.186
H -0.83 0.16 3.75 0.034
H 0.79 0.85 3.75 0.152
H -0.87 1.10 6.01 0.355
C 4.32 -3.90 0.90 0.621
O 4.84 -3.33 -0.05 -0.735
N 4.87 -5.00 1.49 -0.427
N 3.14 -3.48 1.43 -0.284
H 4.46 -5.48 2.26 0.146
H 5.74 -5.33 1.11 0.247
H 2.70 -2.68 1.01 0.123
H 2.69 -3.93 2.20 0.166
C 8.06 -2.08 -1.53 0.594
O 7.64 -2.59 -2.55 -0.649
N 7.34 -2.03 -0.37 -0.218
N 9.30 -1.50 -1.47 -0.384
H 7.69 -1.61 0.47 0.164
H 6.41 -2.44 -0.35 0.232
H 9.85 -1.52 -2.31 0.227
H 9.68 -1.07 -0.65 0.154
C -5.07 1.67 -3.88 0.518
O -5.98 2.10 -4.57 -0.688
N -4.53 2.37 -2.84 -0.236
N -4.52 0.44 -4.09 -0.338
H -3.76 2.04 -2.29 0.209
H -4.90 3.28 -2.65 0.107
H -4.88 -0.11 -4.85 0.179
H -3.78 0.07 -3.53 0.281
C 0.44 -1.05 -5.27 0.709
O 0.52 -0.09 -4.53 -0.568
N -0.69 -1.82 -5.33 -0.348
N 1.46 -1.43 -6.09 -0.448
H -0.79 -2.62 -5.94 0.160
H -1.46 -1.56 -4.75 0.182
H 2.30 -0.89 -6.06 0.235
H 1.41 -2.22 -6.71 0.138
C -3.49 5.38 0.31 0.605
O -3.58 5.03 -0.85 -0.646
N -3.49 4.51 1.35 -0.173
N -3.36 6.70 0.65 -0.410
H -3.40 4.79 2.31 0.152
H -3.58 3.52 1.15 0.102
H -3.36 7.37 -0.09 0.227
H -3.30 7.02 1.60 0.170
C 0.89 5.81 3.05 0.629
O 1.44 4.81 3.49 -0.624
N 1.26 7.07 3.41 -0.400
N -0.14 5.73 2.14 -0.253
H 0.83 7.90 3.05 0.151
H 2.01 7.16 4.07 0.234
H -0.43 4.81 1.84 0.112
H -0.59 6.53 1.74 0.189
```

Results
Molar mass ... 811.34 g mol⁻¹
Multiplicity ... 1
SMILES ... CCCCCC[C@](N)(OC)[C@@](F)(CCCCS(=O)(=O)Cl)NCOCOCCO.NC(N)=O.NC(N)=O.NC(N)=O.NC(N)=O.NC(N)=O.NC(N)=O
E_HOMO ... -9.00 eV
LUMO energy ... 0.141 eV